138
Properties=species:S:1:pos:R:3:forces:R:3:mulliken_charge:R:1 method="wB97M-V/def2-TZVPD" multiplicity=2 lumo_energy_ev="-4.1 / -9.5" homo_ev="-12.72 / -12.72" total_energy_ha=-6275.5429 total_charge=+1
C -0.9606 0.9903 -1.3064 -1.762 0.207 -0.639 -0.038
C -2.3383 0.7085 -0.6727 1.816 -1.766 -1.694 1.099
C -2.4413 -0.6791 0.0028 -1.939 0.099 0.895 -0.239
F -1.8844 -1.6510 -0.6518 1.551 -1.429 -3.005 -0.144
F -1.8751 -0.8271 1.2019 0.148 1.386 1.822 -0.200
F -2.7422 1.6828 0.1437 -0.550 0.028 -0.111 -0.169
F -3.1374 0.5256 -1.7890 -0.505 0.775 0.814 -0.254
O -0.0600 1.1238 -0.2976 3.540 -0.597 2.042 -0.389
C 1.1687 0.4217 -0.3508 -1.895 1.603 0.020 0.910
C 1.9542 0.9731 0.8451 -0.695 0.713 -0.018 -0.068
F 1.2486 0.8724 2.0276 0.089 0.431 -0.984 -0.180
F 3.0760 0.3375 1.0409 1.694 -1.606 0.102 -0.202
F 0.9487 -0.8780 -0.3297 0.240 -0.779 -0.034 -0.137
F 1.8677 0.7202 -1.4839 -0.353 -0.266 0.533 -0.244
H -1.0107 1.9688 -1.7840 -0.292 -0.274 -0.742 0.463
H -0.7479 0.1591 -1.9786 0.023 0.279 -0.199 -0.803
H -3.4930 -0.9651 0.0191 -0.459 0.565 0.591 0.233
H 2.2670 1.9736 0.5466 -0.749 0.626 0.615 0.169
C 3.3390 -2.1456 -3.8693 -0.267 -0.913 0.892 -0.557
C 4.8908 -1.9017 -3.8925 -4.293 0.622 0.018 0.885
C 5.1258 -0.4031 -4.0084 2.360 0.483 -1.706 0.043
F 4.5314 0.0812 -5.1172 -0.026 -0.371 -0.638 -0.253
F 4.6264 0.2937 -3.0136 -1.061 -0.086 1.829 -0.124
F 5.2289 -2.2916 -2.6648 1.021 -0.282 1.020 -0.242
F 5.4255 -2.7265 -4.7804 0.957 0.453 -0.606 -0.318
O 2.5661 -1.9200 -5.0576 -1.027 -0.702 -0.295 -0.429
C 1.2883 -1.4095 -4.8946 1.533 2.333 1.862 1.055
C 0.3001 -2.1433 -3.9458 -2.192 -3.802 -1.529 0.006
F 0.7999 -2.9222 -2.9295 0.755 1.915 1.270 -0.171
F -0.8763 -1.4931 -3.6183 1.877 0.606 0.480 -0.105
F 1.4939 -0.1253 -4.4010 -0.629 -0.363 0.091 -0.260
F 0.6449 -1.2462 -6.0485 0.584 -0.687 0.021 -0.261
H 2.9038 -1.6809 -2.9845 0.193 0.725 -0.285 -0.031
H 3.3073 -3.1916 -3.5645 -0.192 -0.360 -0.548 0.390
H 6.1856 -0.1496 -4.0349 0.305 -0.209 -0.293 0.231
H -0.1013 -3.0160 -4.4609 0.010 0.549 -1.554 0.148
C -3.2430 -5.8071 -1.9431 -0.378 0.210 -0.561 -1.006
C -1.9483 -5.6066 -1.1672 0.002 -0.166 1.035 1.026
C -0.6600 -5.6602 -1.9390 -0.866 -0.222 -2.321 0.666
F 0.4913 -5.6937 -1.2764 -0.173 0.190 0.655 -0.251
F -0.7825 -6.7690 -2.6746 0.541 -2.150 -0.818 -0.322
F -1.8313 -4.4381 -0.5419 -0.825 1.577 0.835 -0.240
F -2.0239 -6.5553 -0.1959 0.352 -0.328 0.147 -0.355
O -3.2476 -5.0130 -3.1326 -1.498 0.349 -0.471 -0.365
C -4.5024 -4.9511 -3.8236 1.819 2.033 0.456 0.803
C -4.1625 -4.3702 -5.2039 -0.371 -1.840 0.299 0.155
F -5.2975 -4.1332 -5.9544 1.449 0.069 0.911 -0.280
F -3.3968 -3.3227 -5.0176 0.228 2.217 -0.379 -0.083
F -4.9577 -6.1389 -4.0071 -1.263 -2.523 0.012 -0.271
F -5.4577 -4.2182 -3.1923 0.675 -0.261 0.248 -0.291
H -4.1122 -5.5420 -1.3412 0.262 0.125 0.433 0.488
H -3.3209 -6.8722 -2.1611 0.142 0.021 -0.197 0.343
H -0.6894 -4.8984 -2.7181 0.380 0.832 0.628 -0.208
H -3.5118 -5.1385 -5.6217 -0.448 -0.136 -0.881 0.182
C -4.7963 1.4055 5.1204 -0.183 -0.744 -0.660 -0.908
C -5.6077 2.1823 4.0005 -0.469 0.053 1.910 0.870
C -5.0698 2.1060 2.6222 1.771 1.040 -1.790 0.266
F -4.8064 0.8973 2.1813 0.621 -2.533 0.267 -0.205
F -5.8483 2.5872 1.6566 -1.612 1.265 -0.002 -0.326
F -6.8942 1.7842 4.0582 0.048 -0.026 -0.097 -0.292
F -5.5914 3.5250 4.2955 0.082 -0.529 0.310 -0.320
O -4.3479 0.0753 4.6744 -1.218 -1.089 -0.013 -0.187
C -5.2097 -1.0654 4.8108 -1.995 1.337 -0.579 0.775
C -5.0326 -1.7163 6.1066 4.579 -1.147 -0.753 0.227
F -5.0228 -0.7985 6.9868 -1.214 3.409 4.342 -0.249
F -5.7578 -2.7281 6.4109 -2.680 -1.662 0.330 -0.260
F -6.5380 -0.7831 4.6583 0.584 0.843 0.018 -0.304
F -4.9793 -2.0357 3.9647 1.293 -0.128 -2.098 -0.300
H -5.3936 1.3469 6.0302 -0.384 -0.079 -0.296 0.483
H -3.8710 1.8863 5.4380 -0.049 0.368 -0.622 0.489
H -4.1590 2.7030 2.5761 0.356 0.049 0.372 0.056
H -4.0083 -2.0875 6.1405 0.614 -0.396 -0.641 0.088
C 7.3184 3.7409 1.0404 0.111 0.703 1.109 -0.891
C 7.1595 2.3647 1.7166 -2.476 1.281 -0.910 1.148
C 5.7051 2.0721 1.9561 -3.386 0.467 -1.362 0.216
F 5.3786 0.9545 2.6140 0.979 -0.717 0.496 -0.234
F 5.0003 3.0634 2.5905 0.891 0.574 0.786 -0.302
F 7.5638 1.4575 0.8342 0.986 -1.258 -0.279 -0.277
F 7.7634 2.2835 2.8757 1.670 0.053 1.049 -0.332
O 6.8673 3.7541 -0.3057 -1.903 0.666 -1.581 -0.380
C 5.6535 4.4513 -0.7431 1.744 -0.172 3.740 0.917
C 5.2824 4.0370 -2.1930 0.891 2.186 -0.196 0.029
F 5.1801 2.7821 -2.5083 0.637 -2.374 0.760 -0.141
F 4.0639 4.5217 -2.4485 -0.519 1.234 0.058 -0.258
F 4.6358 4.2173 0.1277 0.074 -0.638 -0.496 -0.235
F 5.8355 5.8244 -0.5539 0.136 -1.691 -1.356 -0.294
H 8.3865 3.9398 1.1275 0.181 0.025 -0.762 0.422
H 6.8782 4.5220 1.6602 -0.416 -0.087 -0.094 0.391
H 5.1601 2.0505 1.0124 0.586 -0.468 -0.518 -0.003
H 6.0711 4.4765 -2.8036 -0.189 0.357 -0.386 0.184
O -2.4806 0.3731 7.5803 -2.062 -0.560 1.824 -0.082
C -1.5141 0.4173 6.9018 3.110 3.439 -2.227 0.599
O -0.9830 1.6123 6.4965 -2.431 -0.926 2.278 -0.295
C -0.0608 1.4598 5.4115 0.132 -1.205 -0.061 -0.162
C -0.4148 0.0557 5.0044 0.455 -0.416 -1.057 -0.124
C -0.7537 -0.7045 6.3081 1.309 -1.079 -1.673 -0.510
H 0.9374 1.5480 5.8405 0.036 0.243 -0.328 0.357
H -0.3390 2.1890 4.6505 0.251 0.219 0.163 0.084
H 0.3841 -0.4553 4.4670 -0.135 -0.169 -0.105 0.369
H -1.3306 0.0661 4.4134 0.140 0.034 -0.386 0.078
H 0.1598 -0.9245 6.8607 -0.134 0.294 0.640 0.410
H -1.1767 -1.6629 6.0071 -0.723 0.248 0.679 0.340
C -5.9346 1.5538 -5.2026 0.752 0.240 1.300 -1.199
C -4.8055 0.9253 -6.0566 -0.421 0.918 0.006 -0.679
C -3.4597 0.5200 -5.3302 -0.995 0.145 -0.311 0.136
C -2.5501 1.5926 -4.8533 -2.431 -2.011 -1.056 0.279
N -1.8999 2.4624 -4.5387 1.483 1.675 0.842 -0.545
H -6.2818 0.8315 -4.4638 -0.209 -0.106 -0.048 0.296
H -6.8034 2.0258 -5.6613 0.108 -0.692 -0.860 0.375
H -5.5969 2.4011 -4.6057 0.604 0.013 0.137 0.317
H -4.6235 1.6127 -6.8828 0.356 -0.142 -0.091 0.360
H -5.2373 0.0201 -6.4834 0.369 -0.149 -0.096 0.335
H -2.8938 -0.1020 -6.0238 0.062 0.003 0.036 0.284
H -3.7713 -0.1219 -4.5062 0.378 0.049 0.262 0.107
C 4.1450 -2.8249 0.8887 1.023 1.235 0.226 -1.082
C 4.6315 -2.1951 2.2098 -0.736 -2.592 0.616 0.355
C 5.3026 -3.3665 3.0574 0.457 0.831 -1.169 -0.678
C 5.7430 -2.9013 4.3442 1.851 1.328 4.969 0.159
N 6.1528 -2.5310 5.3999 -1.762 -1.342 -4.177 -0.476
H 3.8597 -1.9340 0.3293 -0.599 -0.557 -0.620 0.027
H 3.3773 -3.5917 0.9928 -0.125 0.333 0.054 0.404
H 5.0052 -3.2644 0.3837 -0.043 -0.080 -0.173 0.414
H 3.7496 -1.9066 2.7819 -0.019 0.286 0.065 0.060
H 5.2206 -1.2927 2.0466 0.366 -0.500 0.173 0.088
H 6.1772 -3.7891 2.5628 0.407 0.520 -0.311 0.378
H 4.7377 -4.2963 3.1244 -0.856 0.439 0.276 0.399
C 0.6958 6.1864 0.7672 -0.836 0.646 -0.171 -1.131
C -0.5804 5.6402 0.1156 -0.391 -0.165 0.629 -0.831
C -0.9522 4.1927 0.5037 0.395 0.008 0.243 0.916
C -1.2324 4.0392 1.9679 0.491 -0.068 -1.233 0.389
N -1.4884 3.9313 3.0818 0.012 -0.200 0.194 -0.653
H 1.5714 5.5652 0.5787 -0.002 0.051 0.313 0.218
H 0.5040 6.4494 1.8075 0.335 -0.759 0.326 0.348
H 0.8616 7.1871 0.3683 0.289 -0.109 -0.452 0.397
H -0.4872 5.7106 -0.9681 -0.247 -0.112 0.023 0.453
H -1.4288 6.2272 0.4676 0.043 0.440 -0.416 0.349
H -0.1487 3.5463 0.1505 0.152 -0.264 0.655 -0.404
H -1.8226 3.7873 -0.0122 -0.188 0.492 -0.031 0.106

103
Properties=species:S:1:pos:R:3:forces:R:3:mulliken_charge:R:1 method="wB97M-V/def2-TZVPD" lumo_energy_ev=1.2 homo_ev=-4.41 total_energy_ha=-3226.5594 total_charge=-1 e_above_lowest_kj_mol=102.5
Sr 1.1863 -1.5566 -0.8969 -0.158 -1.382 0.142 4.114
C -0.0768 3.8193 4.0939 0.044 0.089 0.003 -1.722
C -0.3923 2.3200 4.0035 0.147 -0.117 -0.031 1.982
C -0.0319 1.6536 5.3398 -0.053 -0.053 0.090 -1.468
C -1.8876 2.1440 3.7506 -0.143 -0.010 -0.007 -1.951
C 0.4268 1.7105 2.8700 0.917 0.238 0.644 0.345
C -0.1007 1.3256 1.7172 0.390 -0.473 -0.828 -0.820
C 0.8027 0.8649 0.6394 0.291 0.707 1.173 0.194
N 0.5304 0.8346 -0.5892 -1.362 0.264 -0.979 -0.610
C -0.8649 1.0224 -1.0428 0.814 -0.246 0.227 -2.368
C -1.3098 2.2596 -1.4527 0.246 0.401 0.271 0.601
C -2.6085 2.4410 -1.9200 0.075 0.022 0.054 -0.088
C -3.4084 1.3093 -1.9282 -0.134 -0.216 0.030 -0.078
C -2.9820 0.0298 -1.5737 -0.361 0.007 0.015 -0.338
C -1.6268 -0.1745 -1.2000 0.302 -0.645 -0.321 1.416
O -1.0611 -1.3459 -1.0720 -1.399 1.155 0.068 -1.610
C -4.0497 -1.0851 -1.6397 0.129 0.074 -0.013 2.091
C -3.5910 -2.4751 -1.1820 -0.016 0.005 0.027 -2.018
C -4.5551 -1.2202 -3.0839 0.007 -0.014 -0.091 -1.633
C -5.2247 -0.6881 -0.7309 -0.080 0.017 0.051 -1.717
C -3.1688 3.7906 -2.3693 0.059 -0.094 0.006 1.926
C -3.7158 3.6859 -3.7996 0.004 -0.025 -0.100 -1.657
C -2.1009 4.8824 -2.3461 0.059 0.110 0.010 -2.093
C -4.3132 4.2135 -1.4390 -0.064 0.028 0.087 -1.616
C 2.2668 0.4837 1.0064 -0.762 0.513 0.748 1.895
O 2.8595 -0.3309 0.3327 0.748 0.592 0.150 -0.926
C 2.8174 1.1033 2.2457 -0.150 -0.474 -0.691 -0.149
C 1.9114 1.6270 3.0736 -0.882 0.405 0.356 -0.366
C 4.3012 0.9784 2.5605 -0.122 -0.069 -0.076 2.152
C 4.6815 1.8581 3.7491 0.093 0.067 0.123 -2.150
C 4.6188 -0.4829 2.9180 0.048 -0.053 -0.015 -1.635
C 5.1399 1.4091 1.3478 0.050 0.123 0.017 -1.738
H -0.6616 4.2761 4.8976 0.020 -0.021 -0.025 0.468
H -0.3240 4.3259 3.1581 -0.009 -0.026 0.023 0.328
H 0.9802 4.0032 4.3079 -0.043 -0.043 -0.020 0.309
H -0.6880 2.0389 6.1252 0.027 -0.014 -0.023 0.481
H 0.9953 1.8603 5.6466 -0.028 0.016 -0.024 0.308
H -0.1507 0.5690 5.2932 -0.017 0.080 -0.030 0.034
H -2.4466 2.5006 4.6192 0.005 -0.005 -0.033 0.464
H -2.1493 1.0963 3.5795 0.050 0.037 0.064 0.312
H -2.2239 2.7174 2.8831 0.043 -0.013 0.027 0.321
H -1.1517 1.3864 1.4782 -0.013 -0.014 -0.012 0.716
H -0.6193 3.0947 -1.3821 -0.019 -0.062 -0.002 0.489
H -4.4413 1.4171 -2.2491 0.079 0.015 0.010 0.282
H -2.8178 -2.8867 -1.8245 0.015 0.021 -0.050 0.245
H -4.4674 -3.1352 -1.2068 0.086 0.000 0.022 0.547
H -3.1875 -2.4643 -0.1699 -0.021 0.046 0.003 0.367
H -3.7285 -1.4821 -3.7496 -0.040 0.003 0.032 0.320
H -5.0010 -0.2927 -3.4534 0.026 -0.049 0.034 0.263
H -5.3128 -2.0089 -3.1485 0.033 0.031 0.007 0.467
H -4.8922 -0.6143 0.3083 -0.007 -0.007 -0.046 0.358
H -6.0143 -1.4453 -0.7838 0.036 0.024 0.001 0.452
H -5.6622 0.2735 -1.0103 0.020 -0.069 0.011 0.281
H -2.9353 3.3640 -4.4934 -0.002 0.028 0.046 0.340
H -4.0992 4.6557 -4.1352 0.006 -0.039 0.018 0.463
H -4.5306 2.9612 -3.8655 0.041 0.032 0.028 0.287
H -1.2468 4.6288 -2.9795 -0.065 -0.013 -0.002 0.379
H -1.7259 5.0618 -1.3343 -0.042 -0.021 -0.037 0.339
H -2.5287 5.8192 -2.7152 0.029 -0.021 0.023 0.446
H -5.1311 3.4895 -1.4653 0.043 0.019 -0.004 0.290
H -4.7159 5.1899 -1.7317 0.027 -0.047 -0.004 0.463
H -3.9645 4.2801 -0.4050 0.004 0.009 -0.038 0.275
H 2.2720 2.0266 4.0143 -0.081 0.005 -0.041 0.297
H 4.2502 1.4942 4.6857 -0.011 0.007 -0.059 0.328
H 4.3707 2.8974 3.6095 0.032 -0.042 -0.044 0.429
H 5.7672 1.8446 3.8665 -0.020 -0.002 0.020 0.444
H 4.0730 -0.7881 3.8138 0.009 0.022 -0.022 0.319
H 5.6905 -0.5819 3.1140 -0.033 -0.018 0.018 0.468
H 4.3534 -1.1655 2.1110 0.010 0.070 0.000 0.327
H 4.9037 2.4354 1.0511 -0.005 -0.034 0.040 0.357
H 4.9840 0.7617 0.4884 -0.037 -0.036 0.019 0.277
H 6.1988 1.3749 1.6162 -0.015 -0.011 -0.033 0.491
I -0.8602 -2.1033 4.1860 -0.051 0.166 0.033 0.031
C 0.0122 -3.5646 3.0041 0.098 -0.542 0.072 -0.410
C 0.0506 -4.8858 3.4915 -0.106 0.382 0.010 -0.432
C 0.5995 -5.9024 2.7677 0.146 0.229 -0.371 -0.401
I 0.6507 -7.8082 3.5952 -0.017 -0.211 0.104 0.007
C 1.1244 -5.6369 1.4685 -0.039 -0.219 0.118 1.428
C 1.6598 -6.6305 0.6138 -0.065 -0.064 0.205 -0.612
C 2.1085 -6.3147 -0.6318 0.028 0.072 -0.096 -1.077
C 2.0298 -4.9760 -1.0494 0.003 0.030 -0.064 -0.437
N 1.5508 -4.0248 -0.2875 -0.172 -0.324 0.908 0.215
C 1.0941 -4.3157 0.9764 0.024 0.250 -0.403 -0.355
C 0.5545 -3.1824 1.7705 0.258 -0.132 -0.270 -0.655
O 0.6058 -1.9948 1.3310 -0.066 -0.591 1.212 0.320
H -0.3664 -5.0908 4.4685 -0.005 0.031 0.012 0.336
H 1.6992 -7.6531 0.9660 -0.001 -0.001 -0.002 0.151
H 2.5098 -7.0696 -1.2951 -0.003 0.027 0.015 0.417
H 2.3666 -4.6798 -2.0395 -0.015 -0.003 0.042 0.504
C 2.9977 0.2623 -4.2713 0.072 0.236 -0.042 -1.912
C 2.4309 -1.1460 -4.1012 -0.302 -0.260 0.518 0.932
O 1.9466 -1.3617 -2.8472 1.356 0.185 -3.030 -2.211
C 1.2767 -1.3419 -5.1137 0.024 0.066 0.145 0.445
F 0.7087 -2.5541 -5.0259 0.022 0.066 -0.061 -0.254
F 1.6655 -1.1807 -6.4022 -0.093 0.004 -0.015 -0.308
F 0.3139 -0.4333 -4.8809 0.047 -0.105 -0.105 -0.225
C 3.5603 -2.1632 -4.3891 -0.024 0.045 0.178 0.392
F 4.5734 -1.9747 -3.5150 -0.065 -0.071 -0.150 -0.286
F 3.1676 -3.4437 -4.2489 0.053 0.087 -0.042 -0.260
F 4.0903 -2.0498 -5.6265 0.066 -0.058 0.038 -0.296
H 2.1984 0.9741 -4.0704 0.004 -0.025 0.018 0.343
H 3.4082 0.4527 -5.2642 -0.022 -0.051 -0.010 0.403
H 3.7786 0.4066 -3.5259 -0.023 -0.022 -0.002 0.410